Record 1
DFT (wB97M-V/def2-TZVPD) results for a molecular structure, C25H38MgP2 at a distorted geometry.

Values from the calculation:
LUMO in eV: -0.85
HOMO energy in eV: -5.100
Energy in eV: -50553.417
Energy relative to the best compared isomer or geometry (same formula, charge and spin) in kcal per mole: 129.4
Gap between HOMO and LUMO in eV: 4.25

Structure (XYZ):
```
66
Properties=species:S:1:pos:R:3:forces:R:3
P 0.665403 -1.957109 -4.228939 2.09 -0.71 -0.52
P 1.243452 -4.694395 -1.267916 0.46 0.00 -1.26
C 1.208903 -3.679664 -3.983207 -0.27 -0.28 -0.89
C 0.488636 -4.557344 -2.939020 -0.27 -0.92 -0.35
H 2.295680 -3.624982 -3.792317 -0.28 0.32 0.18
H 1.139330 -4.156264 -4.977401 -0.19 0.01 0.35
H -0.581415 -4.313733 -2.845111 0.13 0.06 -0.04
H 0.520302 -5.590238 -3.315178 -0.27 0.21 -0.12
C 2.050043 -6.335867 -1.402162 -0.42 -0.28 0.26
H 2.482131 -6.609457 -0.434789 -0.05 -0.01 -0.07
H 2.870669 -6.332970 -2.135345 -0.37 0.28 0.20
H 1.313312 -7.100324 -1.698460 0.27 0.14 0.14
C -0.101385 -4.848450 -0.060875 -0.51 -0.80 0.35
H -0.193803 -5.913977 0.203501 -0.40 0.30 0.16
H -1.082952 -4.499309 -0.443412 0.25 -0.24 0.04
H 0.150862 -4.285440 0.849583 -0.08 -0.14 -0.22
C 1.507353 -1.512406 -5.759286 -0.57 -0.20 -0.86
H 1.078945 -0.588424 -6.161077 -0.03 -0.14 -0.09
H 1.407049 -2.324530 -6.484447 -0.17 0.20 -0.15
H 2.576116 -1.352217 -5.603232 -0.31 -0.20 0.32
C -1.093205 -1.868221 -4.525849 -0.93 -0.22 -0.94
H -1.705355 -2.434051 -3.808127 0.32 0.24 -0.19
H -1.270212 -2.260405 -5.541166 -0.19 0.02 0.27
H -1.438992 -0.827479 -4.524598 0.17 -0.18 0.17
Mg -1.127277 -2.013335 -0.830672 -0.03 2.60 1.26
C 3.040323 -3.491987 -1.191197 1.75 1.05 0.52
C 3.854532 -3.558676 -2.335697 -0.90 -1.09 0.79
C 4.759105 -2.514154 -2.825577 0.26 1.77 -0.65
C 4.260285 -1.058461 -2.535948 1.59 -1.20 0.03
C 3.089719 -0.774259 -3.327867 -1.80 0.50 -1.14
C 1.695872 -0.905396 -2.999012 -0.37 1.01 1.23
C 1.247339 -1.645535 -1.675291 0.09 0.96 0.29
C 2.298602 -2.202484 -0.692274 0.18 -0.23 0.57
C -2.339192 -0.397233 -1.566996 -0.65 -0.59 -0.79
H 3.430472 -4.112738 -0.350072 -0.92 0.04 -0.29
H 4.006615 -4.559555 -2.779292 0.58 0.17 0.80
H 4.892300 -2.581016 -3.921962 0.07 0.06 0.26
H 5.763635 -2.613722 -2.380886 -0.01 -0.36 0.04
H 4.158375 -0.895364 -1.456452 0.27 0.02 -0.38
H 5.040100 -0.356555 -2.889381 -0.10 -0.35 0.32
H 3.334538 -0.377261 -4.320825 -0.34 0.39 0.64
H 1.118737 0.052108 -3.106348 0.00 -0.49 0.30
H 0.562731 -2.527317 -1.927441 0.79 0.69 0.04
H 0.599226 -0.919120 -1.129303 0.80 -0.40 -0.28
H 2.955980 -1.393282 -0.328875 -0.37 -0.52 -0.24
H 1.714098 -2.509526 0.202981 0.37 0.22 -0.30
H -3.258645 -0.446551 -0.943528 0.43 0.17 -0.44
H -2.623806 -0.350817 -2.627336 -0.27 0.09 0.27
H -1.801702 0.535645 -1.314765 0.02 -0.65 0.08
C -2.782705 0.166291 4.429004 0.59 0.37 0.05
C -3.404745 -0.311222 3.260151 0.13 -0.53 -0.64
C -2.661955 -0.596754 2.112947 -0.14 -0.03 0.94
C -1.272995 -0.314481 2.057103 0.62 0.73 1.64
C -0.486196 -0.464139 0.889583 0.01 -0.95 -1.18
C 0.666026 0.295982 0.811952 0.27 -0.16 0.83
C 1.275109 0.875259 1.969107 -0.59 0.41 -0.24
C 0.585723 0.940061 3.154492 0.67 -0.30 -0.55
C -0.687213 0.339171 3.226441 -0.80 0.09 -1.01
C -1.442801 0.510600 4.389077 -0.89 -0.21 0.33
H -3.344780 0.326844 5.348887 0.00 -0.04 -0.30
H -4.484503 -0.474402 3.258515 0.31 -0.03 -0.01
H -3.151492 -0.990238 1.222053 0.05 0.09 0.20
H 1.156473 0.532598 -0.139352 0.17 -0.60 0.26
H 2.280104 1.268134 1.862965 -0.12 0.36 0.08
H 0.943319 1.517362 4.009381 0.15 -0.44 -0.13
H -0.938219 0.965753 5.237221 -0.23 -0.06 0.07
```
Forces are in eV/Å.



Record 2
DFT (wB97M-V/def2-TZVPD) results for a molecular structure, C25H39BBeBrCl6CsMgNO10PS at a distorted geometry.

Values from the calculation:
LUMO in eV: -5.55
HOMO energy in eV: -6.758
Energy in eV: -220871.679
Gap between HOMO and LUMO in eV: 1.21

Structure (XYZ):
```
88
Properties=species:S:1:pos:R:3:forces:R:3
C -0.363666 -0.799755 -7.371311 0.42 0.15 0.49
C 0.442902 -0.439297 -6.125888 -0.72 -0.81 -0.16
O 0.343645 0.946715 -5.856946 0.41 0.05 -0.10
C 1.441470 1.537854 -5.248703 -0.34 0.51 -0.01
C 1.130517 2.144341 -3.882720 0.18 0.14 0.81
C 0.551591 1.190393 -2.804887 -0.25 0.92 -0.75
S 1.432009 -0.406867 -2.719606 -0.44 -0.60 0.14
O -0.781993 1.033321 -3.199411 0.16 -1.15 -0.16
B -1.635293 1.780136 -2.293442 0.13 0.18 0.37
P -3.109172 2.788218 -3.137361 -0.27 -0.59 -1.22
C -4.513974 2.717901 -1.956923 0.72 0.06 0.61
O -2.665830 4.473930 -3.143547 0.58 0.87 0.13
O -0.707353 2.705071 -1.623828 0.14 0.05 0.20
C 0.388030 1.872184 -1.404253 0.19 0.57 1.09
O -0.052674 0.982099 -0.381879 0.20 -0.66 -0.23
C 1.579658 2.650638 -0.799061 0.23 0.22 -0.35
C 2.404853 1.873734 0.193990 -0.88 0.50 -0.42
C 3.463939 1.159943 -0.247595 0.58 -0.18 -0.93
C 4.269110 0.399823 0.584764 -0.16 -0.07 1.80
C 3.993151 0.371669 1.953170 0.08 2.30 0.74
C 2.821281 1.189162 2.497390 3.60 1.79 -1.92
C 2.088652 1.905605 1.545453 0.21 -0.91 1.79
H 0.249864 -0.708234 -8.263016 -0.16 0.19 -0.18
H -0.675575 -1.836512 -7.264786 -0.14 -0.06 -0.17
H -1.237430 -0.154242 -7.411678 -0.12 -0.05 -0.19
H 0.007172 -0.990624 -5.289379 0.12 0.10 0.22
H 1.470462 -0.782949 -6.256124 0.20 0.35 0.13
H 1.724725 2.401573 -5.878553 0.07 0.09 0.04
H 2.324651 0.898755 -5.193060 -0.17 -0.33 0.12
H 0.348017 2.895946 -4.068632 -0.13 0.05 0.03
H 1.992060 2.692962 -3.500693 0.21 -0.08 -0.24
H 2.652578 -0.072144 -3.153101 -0.04 0.33 0.01
H -2.243407 0.944456 -1.634690 -0.43 0.34 0.10
H -5.309337 2.092278 -2.350073 -0.18 0.25 -0.21
H -4.863654 3.706899 -1.662632 -0.30 0.04 -0.22
H -4.161849 2.233343 -1.046622 0.00 0.00 0.11
H -3.067807 4.918272 -2.391319 0.17 0.31 0.21
H 0.284732 0.093006 -0.550706 0.09 0.02 -0.15
H 2.267214 2.986653 -1.574288 -0.10 0.13 -0.09
H 1.191107 3.546966 -0.317698 -0.21 0.00 0.00
H 3.692077 1.210407 -1.302823 0.12 -0.12 -0.08
H 5.099578 -0.148889 0.164872 0.12 -0.13 0.18
H 4.641052 -0.261949 2.631652 -0.81 0.91 -0.69
H 2.559973 1.191326 3.592491 0.54 0.45 -1.29
H 1.244165 2.487940 1.879564 -0.17 -0.02 -0.04
C -5.646749 0.554364 -5.893942 0.17 -0.17 0.06
Cl -5.597074 1.770749 -7.170338 -0.02 0.04 -0.01
Cl -5.876784 -1.056401 -6.572089 -0.05 -0.02 -0.02
Cl -4.176776 0.629279 -4.913470 -0.38 -0.50 -0.46
H -6.490290 0.773433 -5.253516 -0.01 0.00 0.00
Mg -1.161988 5.374911 -4.329321 -0.46 -0.89 0.51
Br 3.583542 1.599208 -7.160805 0.39 0.05 -0.35
Cs 1.912761 -1.030146 2.604273 -3.64 -5.54 0.71
O 7.212994 -0.875374 1.898852 -0.13 -0.24 0.05
H 6.426665 -0.339860 1.768747 0.06 0.26 -0.04
C 1.133134 -7.826969 2.133649 -0.03 0.03 -0.05
C 1.852928 -8.915891 2.603964 0.00 -0.04 0.01
C 3.239510 -8.888312 2.587219 0.00 0.02 0.00
C 3.908559 -7.769826 2.107042 0.01 -0.02 0.02
C 3.190166 -6.681085 1.638568 0.00 0.10 -0.02
C 1.801663 -6.713373 1.650368 0.32 -0.17 -0.13
H 0.047466 -7.850826 2.145686 0.01 -0.03 0.00
H 1.332300 -9.785057 2.983205 -0.01 -0.01 -0.01
H 3.800980 -9.739248 2.949361 0.00 0.00 0.02
H 4.990115 -7.747750 2.098102 0.01 0.01 0.00
H 3.711332 -5.809097 1.264452 0.01 -0.01 -0.02
H 1.241199 -5.852767 1.273311 0.42 -0.32 -0.19
N -0.547921 1.560058 6.839323 -0.11 -0.07 0.07
O 0.182507 2.090798 7.670979 0.00 0.04 -0.03
O -1.764713 1.836548 6.789252 -0.08 -0.09 -0.02
O -0.094073 0.720529 6.035656 0.11 -0.11 -0.27
Be -0.358585 -5.326616 2.292182 -0.70 0.50 0.37
C 3.336018 5.791498 2.918319 -0.01 -0.09 0.05
Cl 3.224655 6.684828 1.397747 0.03 0.00 -0.01
Cl 2.063372 6.283935 4.030462 0.02 0.00 0.00
Cl 3.255306 4.046233 2.612379 0.34 1.03 0.25
H 4.291077 6.018449 3.373026 0.02 0.01 -0.02
C -4.386388 -0.178370 7.546192 0.05 0.09 1.11
C -4.703516 -0.658865 6.063423 -0.45 0.12 -0.85
C -6.253054 -0.556223 5.860098 -0.59 0.24 0.46
O -4.354968 -1.908031 5.959707 0.40 0.28 0.10
H -4.904916 -0.791214 8.280518 -0.08 -0.15 -0.19
H -3.316370 -0.224927 7.724622 0.05 -0.03 -0.28
H -4.718139 0.856026 7.643310 -0.04 0.01 -0.34
H -4.227446 0.073016 5.393121 0.42 -0.30 -0.02
H -6.797357 -1.174915 6.571152 0.12 -0.08 0.02
H -6.511809 -0.866815 4.850564 0.22 -0.08 -0.04
H -6.560549 0.482041 5.998538 0.17 0.04 0.01
```
Forces are in eV/Å.



Record 3
DFT (wB97M-V/def2-TZVPD) results for a molecular structure, C25H39BCuO9 at a distorted geometry.

Values from the calculation:
LUMO (alpha / beta) in eV: -8.31 / -9.30
HOMO energy (alpha / beta) in eV: -13.675 / -13.675
Net charge: +2
2S+1: 2
Expectation value of S²: 0.7926
Energy in eV: -90264.270
Energy relative to the best compared isomer or geometry (same formula, charge and spin) in kcal per mole: 209.6
Gap between HOMO and LUMO (alpha / beta) in eV: 5.36 / 4.38

Structure (XYZ):
```
75
Properties=species:S:1:pos:R:3:forces:R:3
C 3.964397 -4.046414 0.840670 -0.28 0.56 0.44
C 3.044063 -5.084987 1.743932 1.90 -0.89 -1.57
O 1.604018 -4.733368 1.769530 -0.35 1.05 4.06
C 1.275169 -3.995001 3.034426 5.56 4.03 0.35
O 2.216116 -3.076626 3.392402 -6.19 -5.43 -1.83
C -0.025116 -4.262844 3.976763 0.52 -0.13 0.84
C -1.481791 -3.885436 3.370787 -1.32 -0.90 -0.41
C -1.480922 -3.222399 1.850711 -1.17 -1.58 0.01
C -1.215395 -1.631401 1.814438 -2.21 -1.14 1.54
O -0.781467 -1.242569 3.166695 0.90 0.16 -1.96
C -2.781476 -1.035300 1.843550 -4.31 -0.46 3.06
O -3.820534 -1.404991 2.596855 7.30 2.88 -5.45
O -2.847501 0.105885 0.870725 1.51 -2.59 0.55
C -1.845384 -0.305893 -0.171453 -0.64 -1.78 -1.34
C -1.885399 0.735087 -1.413695 -2.35 1.59 1.29
O -0.921244 0.537970 -2.493186 2.56 3.35 1.05
C 0.075044 1.652170 -2.551404 3.25 1.61 0.63
C 1.626763 1.510996 -1.948920 -2.24 2.06 -1.53
C 2.729209 2.759886 -1.983317 -1.66 0.70 -1.07
C 4.251694 2.479410 -1.351969 -1.58 -1.03 -0.62
C 2.342473 4.209006 -2.648201 -3.87 -2.80 -0.39
C 0.821804 4.360072 -3.271952 3.10 -2.30 2.09
C -0.303522 3.123445 -3.249490 1.55 -0.09 0.88
C -1.749346 3.469222 -3.948457 0.41 0.10 -0.67
C -2.212105 2.249816 -4.992962 0.07 0.69 -0.59
C -2.932490 3.906637 -2.896113 -0.87 0.28 -0.47
C -0.492964 -0.886993 0.502236 -0.22 -1.12 1.35
O 0.530344 -0.102111 1.147377 -0.96 3.04 -0.79
C 0.355276 1.325719 1.215278 0.79 1.72 1.02
C -0.535578 1.893681 2.490115 0.01 0.38 0.63
C -1.124129 3.383829 2.069051 -0.22 0.14 -1.75
O 0.355352 2.075027 3.679252 -1.34 1.82 -2.20
B 0.441675 -1.857303 -0.503803 1.16 -1.63 -0.94
C -0.260815 -2.858357 -1.652640 -0.59 -0.11 0.14
O 1.913793 -1.894631 -0.398022 -3.38 -0.20 -1.55
H 3.615077 -3.989377 -0.293393 0.64 -0.40 2.47
H 5.078389 -4.408547 0.856323 -2.17 0.60 0.01
H 3.909222 -2.946362 1.289681 0.11 -2.50 -0.93
H 3.515926 -5.259856 2.802636 -1.19 0.71 -2.00
H 3.108193 -6.132953 1.179268 -0.45 2.25 1.27
H 0.041082 -5.399881 4.335383 -0.24 2.44 -1.07
H 0.123569 -3.624800 4.974005 0.12 -1.29 -2.47
H -2.085264 -4.909506 3.255113 1.35 2.26 0.10
H -2.135647 -3.249226 4.140118 1.77 -1.26 -1.84
H -2.594116 -3.400273 1.452616 2.50 0.32 0.77
H -0.808301 -3.915918 1.203195 -0.84 1.59 0.98
H 0.178628 -1.455623 3.343189 -1.11 0.14 -0.67
H -2.336502 -1.286596 -0.648211 1.35 1.84 0.99
H -1.858002 1.836223 -0.953077 0.22 -2.25 -1.14
H -2.968983 0.649253 -1.907467 2.42 0.01 1.07
H 2.032048 0.509343 -1.462316 -1.19 2.08 -1.07
H 4.190110 2.542656 -0.174377 0.15 0.10 -2.42
H 5.059847 3.177322 -1.830998 -1.77 -1.28 1.06
H 4.475197 1.336733 -1.612651 -0.34 2.56 0.56
H 3.156605 5.066588 -2.652092 -2.06 -1.92 -0.11
H 0.522247 5.393652 -3.740768 0.52 -2.36 0.93
H -1.574936 4.412364 -4.655369 -0.07 -1.95 1.78
H -3.151566 1.657919 -4.616443 2.12 0.99 -0.53
H -1.278456 1.583748 -5.234952 -2.05 1.03 0.58
H -2.528311 2.755467 -6.025051 0.69 -1.02 2.36
H -3.875415 4.202517 -3.565929 2.13 -0.69 1.39
H -2.664840 4.892569 -2.294299 -0.37 -2.23 -1.14
H -3.304793 3.030055 -2.194066 1.03 1.89 -1.44
H 1.443970 1.785318 1.407962 -2.32 -1.12 -0.33
H -0.030072 1.879758 0.263790 0.47 -1.51 1.31
H -1.463660 1.241142 2.762455 2.09 1.01 -0.37
H -1.432456 4.030627 3.024074 0.75 -1.36 -0.91
H -2.073072 3.218647 1.369249 1.73 0.20 1.30
H -0.294142 3.913880 1.415356 -1.55 -0.74 1.40
H 0.610824 3.056049 3.633204 -0.18 -2.25 0.37
H -1.140909 -3.475624 -1.155045 1.72 1.21 -1.02
H -0.760228 -2.237771 -2.533179 1.12 -1.31 1.73
H 0.495877 -3.642753 -2.087495 -1.48 1.56 0.70
H 2.228263 -2.508581 -1.134234 -0.57 1.04 1.55
Cu -2.275415 5.420585 2.164585 0.10 -0.37 -0.01
```
Forces are in eV/Å.



- Among the records above, which one has the lowest energy?
  C25H39BBeBrCl6CsMgNO10PS



- What is the energy in the first record?
  -50553.417 eV